Run one
{"formula": "C4H4N2O", "method": "ωB97M-V/def2-TZVPD", "symbols": ["O", "C", "C", "C", "N", "C", "N", "H", "H", "H", "H"], "coordinates": [[2.039, -1.521, -0.085], [1.043, -0.827, -0.078], [0.998, 0.629, -0.128], [-0.184, 1.257, -0.010], [-1.352, 0.537, 0.107], [-1.466, -0.819, 0.109], [-0.250, -1.401, -0.001], [1.932, 1.166, -0.225], [-0.274, 2.339, 0.006], [-2.211, 1.046, 0.239], [-0.275, -2.407, 0.066]], "e_lumo_ev": 0.62, "molar_mass_g_mol": 96.09}

***

Run two
{"formula": "C4H4N2O", "method": "ωB97M-V/def2-TZVPD", "symbols": ["N", "C", "C", "N", "C", "C", "O", "H", "H", "H", "H"], "coordinates": [[2.363, 0.152, 0.022], [1.410, -0.644, 0.025], [0.654, -1.790, 0.037], [-0.150, -0.735, 0.009], [-1.306, -0.116, -0.015], [-1.228, 1.335, -0.040], [-0.178, 1.958, -0.040], [2.070, 1.127, 0.001], [0.588, -2.865, 0.056], [-2.259, -0.646, -0.016], [-2.198, 1.871, -0.059]], "e_lumo_ev": -0.14, "molar_mass_g_mol": 96.09}

***

Run three
{"formula": "C4H4N2O", "method": "ωB97M-V/def2-TZVPD", "symbols": ["N", "C", "C", "N", "C", "C", "O", "H", "H", "H", "H"], "coordinates": [[2.492, 0.361, 0.016], [1.271, 0.062, -0.004], [0.115, -1.847, -0.008], [-1.051, -1.544, -0.002], [-1.674, -0.291, -0.008], [-1.003, 0.868, -0.001], [0.322, 1.104, 0.013], [2.637, 1.379, 0.044], [1.207, -1.601, -0.028], [-2.756, -0.292, -0.019], [-1.559, 1.801, -0.003]], "e_lumo_ev": 0.33, "molar_mass_g_mol": 96.09}

***

Which structure wins on stability? run one wins.

***

Run one
{"formula": "C16H22N4O2S", "method": "ωB97M-V/def2-TZVPD", "symbols": ["C", "C", "O", "C", "C", "C", "C", "N", "C", "N", "C", "O", "C", "N", "C", "C", "N", "C", "C", "C", "S", "C", "C", "H", "H", "H", "H", "H", "H", "H", "H", "H", "H", "H", "H", "H", "H", "H", "H", "H", "H", "H", "H", "H", "H"], "coordinates": [[8.629, 0.197, -0.443], [7.263, 0.744, -0.060], [6.316, -0.283, -0.277], [5.004, -0.047, -0.010], [4.496, 1.162, 0.478], [3.147, 1.318, 0.723], [2.279, 0.261, 0.483], [0.925, 0.268, 0.677], [0.410, -0.863, 0.362], [-0.927, -1.129, 0.463], [-1.492, -2.313, 0.094], [-0.851, -3.247, -0.330], [-2.997, -2.330, 0.312], [-3.541, -0.988, 0.255], [-3.647, -0.507, -1.115], [-4.065, 0.958, -1.109], [-5.350, 1.094, -0.451], [-5.847, 2.450, -0.506], [-5.249, 0.608, 0.912], [-4.833, -0.859, 0.907], [1.506, -2.113, -0.225], [2.797, -0.958, -0.009], [4.144, -1.117, -0.255], [9.388, 0.959, -0.292], [8.627, -0.106, -1.486], [8.865, -0.670, 0.168], [7.258, 1.046, 0.997], [7.019, 1.620, -0.677], [5.156, 1.992, 0.670], [2.757, 2.250, 1.099], [-1.553, -0.393, 0.774], [-3.450, -3.021, -0.416], [-3.168, -2.743, 1.311], [-2.677, -0.614, -1.606], [-4.392, -1.090, -1.680], [-4.159, 1.313, -2.137], [-3.285, 1.557, -0.603], [-6.830, 2.488, -0.041], [-5.943, 2.750, -1.549], [-5.187, 3.167, 0.007], [-6.226, 0.707, 1.391], [-4.512, 1.190, 1.495], [-4.745, -1.216, 1.936], [-5.607, -1.450, 0.391], [4.547, -2.043, -0.631]], "e_lumo_ev": 0.83, "molar_mass_g_mol": 334.44}

***

Run two
{"formula": "C16H22N4O2S", "method": "ωB97M-V/def2-TZVPD", "symbols": ["C", "C", "C", "C", "C", "N", "C", "O", "N", "C", "C", "C", "C", "N", "C", "O", "C", "C", "C", "C", "C", "N", "S", "H", "H", "H", "H", "H", "H", "H", "H", "H", "H", "H", "H", "H", "H", "H", "H", "H", "H", "H", "H", "H", "H"], "coordinates": [[1.809, 1.119, -4.499], [1.743, 1.621, -3.065], [0.958, 0.696, -2.110], [-0.500, 0.503, -2.558], [1.625, -0.613, -2.042], [2.166, -1.624, -1.968], [0.923, 1.367, -0.720], [0.527, 2.512, -0.621], [1.332, 0.633, 0.339], [1.280, 1.177, 1.692], [2.328, 0.549, 2.576], [3.623, 0.830, 2.507], [4.247, 1.808, 1.546], [5.620, 1.457, 1.172], [5.915, 0.193, 0.682], [6.820, -0.473, 1.128], [5.026, -0.290, -0.447], [5.172, 0.502, -1.714], [5.117, 0.012, -2.985], [5.262, 1.051, -3.947], [5.298, 0.838, -5.428], [5.402, 2.258, -3.452], [5.399, 2.197, -1.807], [2.448, 1.778, -5.087], [2.231, 0.113, -4.550], [0.828, 1.102, -4.973], [2.753, 1.748, -2.670], [1.257, 2.595, -3.012], [-1.052, -0.103, -1.838], [-0.971, 1.482, -2.627], [-0.545, 0.008, -3.526], [1.589, -0.333, 0.214], [1.421, 2.254, 1.604], [0.286, 1.026, 2.119], [1.989, -0.169, 3.313], [4.310, 0.332, 3.186], [3.639, 1.914, 0.646], [4.291, 2.802, 1.996], [6.291, 1.694, 1.892], [5.270, -1.332, -0.638], [3.983, -0.256, -0.116], [4.975, -1.032, -3.223], [4.498, 0.169, -5.748], [5.198, 1.790, -5.944], [6.245, 0.383, -5.722]], "e_lumo_ev": 0.63, "molar_mass_g_mol": 334.44}

***

Which structure wins on stability? run one wins.

***

Run one
{"formula": "C5H13NO2", "method": "ωB97M-V/def2-TZVPD", "symbols": ["C", "N", "C", "C", "C", "C", "H", "H", "H", "H", "H", "H", "H", "H", "H", "H", "H", "O", "H", "H", "O"], "coordinates": [[0.516, 1.989, -0.064], [-1.951, 0.030, -0.276], [-1.277, 0.370, 0.959], [-0.027, 0.904, 0.883], [0.540, -0.305, 1.333], [0.547, -0.717, 2.659], [-0.225, 2.770, -0.282], [0.871, 1.509, -0.978], [1.353, 2.523, 0.379], [-1.663, 0.705, -0.929], [-3.008, 0.117, -0.217], [-1.827, 0.054, 1.833], [1.079, -0.860, 0.490], [-0.157, -0.253, 3.450], [1.209, -1.493, 2.975], [-0.939, -2.490, -2.188], [-0.835, -1.187, -1.485], [-0.283, -1.755, -1.998], [2.671, -0.398, -2.664], [1.292, -1.058, -2.014], [2.113, -0.453, -1.866]], "e_lumo_ev": 0.54, "molar_mass_g_mol": 119.16}

***

Run two
{"formula": "C5H13NO2", "method": "ωB97M-V/def2-TZVPD", "symbols": ["C", "C", "C", "C", "C", "N", "O", "O", "H", "H", "H", "H", "H", "H", "H", "H", "H", "H", "H", "H", "H"], "coordinates": [[0.492, 1.592, 0.070], [-0.566, -1.360, 0.655], [0.884, 1.963, -1.344], [-1.865, -0.704, 0.327], [0.028, -2.289, -0.359], [0.644, 0.146, 0.307], [0.580, -0.079, 1.752], [1.307, 2.268, 0.993], [1.214, 1.721, 1.805], [1.579, -0.132, -0.001], [-0.566, 1.816, 0.254], [-0.564, -1.803, 1.642], [0.278, 1.414, -2.067], [0.733, 3.031, -1.499], [1.940, 1.742, -1.514], [-2.088, 0.078, 1.050], [1.052, -2.557, -0.095], [-2.649, -1.466, 0.410], [-1.878, -0.293, -0.682], [-0.561, -3.214, -0.338], [0.006, -1.873, -1.366]], "e_lumo_ev": 0.82, "molar_mass_g_mol": 119.16}

***

Run three
{"formula": "C5H13NO2", "method": "ωB97M-V/def2-TZVPD", "symbols": ["C", "N", "C", "C", "C", "C", "O", "H", "H", "H", "H", "H", "H", "H", "H", "H", "H", "H", "H", "H", "O"], "coordinates": [[0.974, 3.003, 0.111], [1.587, 1.749, 0.438], [-2.610, -1.538, -0.748], [1.907, -0.506, -0.310], [0.933, 0.646, 0.001], [-0.204, 0.089, 1.002], [-1.328, 0.350, 0.828], [0.497, 2.992, -0.878], [0.225, 3.146, 0.894], [1.727, 3.775, 0.053], [-2.243, -2.019, 0.162], [-3.018, -2.427, -1.220], [-3.450, -0.955, -0.359], [1.298, -1.388, -0.126], [2.792, -0.414, 0.321], [2.232, -0.449, -1.342], [0.370, 0.879, -0.905], [0.095, -0.555, 1.849], [-1.888, -1.001, -1.339], [0.149, -3.162, 0.758], [-0.046, -2.217, 0.810]], "e_lumo_ev": -3.42, "molar_mass_g_mol": 119.16}

***

Which structure wins on stability? run one wins.

***

Run one
{"formula": "C5H13NO2", "method": "ωB97M-V/def2-TZVPD", "symbols": ["C", "C", "N", "C", "O", "C", "C", "H", "H", "H", "H", "H", "H", "H", "H", "H", "H", "H", "O", "H", "H"], "coordinates": [[-0.579, -1.254, 2.403], [-0.909, 0.090, 1.696], [-1.063, 0.059, 0.200], [-0.137, -0.653, -0.676], [-0.557, -0.701, -1.763], [1.235, -1.171, -0.249], [2.476, -0.298, -0.879], [0.257, -1.093, 3.151], [-0.198, -2.069, 1.758], [-1.537, -1.690, 2.862], [-0.200, 0.971, 1.959], [-1.879, 0.511, 2.120], [-1.918, 0.258, -0.183], [1.402, -2.283, -0.564], [1.363, -1.224, 0.861], [3.058, 0.221, -0.179], [3.288, -0.883, -1.378], [2.187, 0.389, -1.693], [-0.719, 3.267, -0.969], [0.154, 3.138, -1.604], [-0.833, 2.534, -0.442]], "e_lumo_ev": 0.72, "molar_mass_g_mol": 119.16}

***

Run two
{"formula": "C5H13NO2", "method": "ωB97M-V/def2-TZVPD", "symbols": ["C", "O", "C", "C", "C", "C", "N", "H", "H", "H", "H", "H", "H", "H", "H", "H", "H", "H", "H", "H", "O"], "coordinates": [[0.751, 0.047, 1.715], [1.565, 0.938, 1.071], [-0.212, -0.672, 0.717], [-0.966, 0.374, -0.092], [-0.760, 0.417, -1.563], [0.433, 0.314, -2.140], [-3.378, -0.092, 0.423], [0.102, 0.546, 2.475], [1.288, -0.739, 2.333], [3.448, -1.020, -0.743], [0.378, -1.210, -0.042], [-2.162, 0.105, 0.084], [-0.874, 1.344, 0.449], [-1.713, 0.613, -2.081], [1.298, -0.144, -1.673], [0.660, 0.429, -3.194], [-0.783, -1.413, 1.281], [-4.279, 0.242, 0.138], [-3.583, -0.994, 0.816], [2.088, 0.298, 0.507], [2.519, -0.947, -0.475]], "e_lumo_ev": -4.16, "molar_mass_g_mol": 119.16}

***

Which structure wins on stability? run one wins.

***

Run one
{"formula": "C5H13NO2", "method": "ωB97M-V/def2-TZVPD", "symbols": ["C", "C", "C", "C", "N", "C", "O", "H", "H", "H", "H", "H", "H", "H", "H", "H", "H", "H", "O", "H", "H"], "coordinates": [[0.230, 0.533, 1.995], [0.559, 0.683, 0.418], [1.982, 0.133, 0.460], [-0.444, -0.158, -0.348], [-1.681, 0.506, -0.849], [-0.929, -1.414, 0.416], [-0.174, -2.295, 0.733], [0.510, -0.452, 2.378], [0.913, 1.200, 2.588], [-0.794, 0.677, 2.317], [0.641, 1.790, 0.309], [1.888, -0.949, 0.735], [2.546, 0.385, 1.382], [2.580, 0.231, -0.452], [0.123, -0.669, -1.205], [-2.315, 0.933, -0.159], [-1.456, 1.205, -1.571], [-1.988, -1.407, 0.681], [-0.650, 0.114, -3.254], [-1.382, -0.449, -2.891], [-0.160, -0.599, -3.685]], "e_lumo_ev": 0.77, "molar_mass_g_mol": 119.16}

***

Run two
{"formula": "C5H13NO2", "method": "ωB97M-V/def2-TZVPD", "symbols": ["C", "C", "C", "N", "C", "C", "H", "H", "H", "H", "H", "H", "H", "H", "H", "O", "H", "H", "O", "H", "H"], "coordinates": [[-1.390, -2.046, 0.700], [-0.481, -1.475, -0.068], [-0.777, -0.764, -1.381], [0.177, 0.256, -1.746], [0.281, 1.470, -1.097], [1.422, 2.111, -0.846], [-1.090, -2.569, 1.603], [-2.445, -2.160, 0.469], [0.569, -1.747, -0.058], [-0.742, -1.521, -2.168], [-1.791, -0.376, -1.424], [1.013, -0.065, -2.210], [-0.650, 1.971, -0.864], [2.410, 1.732, -1.103], [1.428, 3.086, -0.386], [1.878, -0.450, 1.714], [2.580, 0.128, 2.042], [2.000, -0.329, 0.761], [-1.467, 0.806, 1.857], [-1.148, 0.772, 0.953], [-0.700, 0.584, 2.403]], "e_lumo_ev": 0.70, "molar_mass_g_mol": 119.16}

***

Run three
{"formula": "C5H13NO2", "method": "ωB97M-V/def2-TZVPD", "symbols": ["C", "C", "C", "O", "O", "H", "H", "H", "H", "H", "H", "H", "H", "C", "C", "N", "H", "H", "H", "H", "H"], "coordinates": [[-0.200, -1.094, -0.206], [-1.787, -0.191, 0.151], [-0.086, -2.053, 0.970], [-0.458, -1.724, -1.445], [-1.786, 0.518, 1.260], [-1.308, -2.183, -1.390], [-0.781, 1.309, 1.311], [0.777, -0.644, -0.365], [-1.942, 0.367, -0.788], [-2.428, -1.085, 0.201], [-0.959, -2.707, 1.023], [0.809, -2.676, 0.894], [-0.038, -1.478, 1.897], [1.864, 1.643, -1.022], [0.540, 1.730, -0.346], [0.358, 1.844, 0.931], [1.169, 1.682, 1.521], [-0.339, 1.855, -0.965], [2.132, 2.620, -1.428], [2.654, 1.319, -0.342], [1.807, 0.948, -1.859]], "e_lumo_ev": 0.41, "molar_mass_g_mol": 119.16}

***

Run four
{"formula": "C5H13NO2", "method": "ωB97M-V/def2-TZVPD", "symbols": ["C", "C", "C", "C", "C", "N", "O", "O", "H", "H", "H", "H", "H", "H", "H", "H", "H", "H", "H", "H", "H"], "coordinates": [[0.302, 0.267, 0.718], [0.307, -0.827, -0.158], [0.695, 0.500, -1.682], [-0.010, -1.867, 1.962], [-0.402, 1.457, -2.062], [-0.826, 0.952, 1.025], [1.476, 0.783, 1.126], [-0.900, -1.282, -0.674], [1.333, 1.291, 1.936], [-1.156, -1.960, -0.023], [1.212, -1.405, -0.252], [-0.780, 1.961, 1.027], [-1.667, 0.563, 0.617], [1.652, 0.969, -1.464], [0.812, -0.312, -2.395], [0.891, -1.625, 2.531], [-0.891, -1.680, 2.583], [0.024, -2.932, 1.712], [-1.366, 0.947, -2.118], [-0.484, 2.292, -1.359], [-0.222, 1.907, -3.048]], "e_lumo_ev": [0.43, 0.43], "molar_mass_g_mol": 119.16}

***

Which structure wins on stability? run one wins.

***

Run one
{"formula": "C5H13NO2", "method": "ωB97M-V/def2-TZVPD", "symbols": ["C", "N", "C", "C", "C", "O", "C", "H", "H", "H", "H", "H", "H", "H", "H", "H", "H", "H", "H", "H", "O"], "coordinates": [[-0.565, 1.896, 0.446], [-0.115, 1.649, 1.887], [-0.652, -1.095, -0.707], [0.595, -0.624, -1.154], [0.454, 0.425, -2.382], [-0.662, 1.096, -2.249], [-0.652, -2.206, 0.439], [0.195, 2.431, -0.199], [-1.486, 2.480, 0.521], [-0.757, 0.978, -0.129], [0.770, 2.068, 2.097], [-1.530, -0.657, -1.203], [1.529, -0.565, -0.576], [0.687, -0.316, -3.192], [1.310, 1.084, -2.299], [0.369, -2.453, 0.948], [-1.440, -1.863, 1.050], [-1.071, -3.232, 0.104], [0.081, 0.650, 2.065], [1.688, -0.979, 2.678], [1.253, -0.767, 1.858]], "e_lumo_ev": -4.37, "molar_mass_g_mol": 119.16}

***

Run two
{"formula": "C5H13NO2", "method": "ωB97M-V/def2-TZVPD", "symbols": ["C", "C", "C", "N", "O", "C", "C", "O", "H", "H", "H", "H", "H", "H", "H", "H", "H", "H", "H", "H", "H"], "coordinates": [[-2.576, 0.226, 0.399], [-1.252, -0.530, 0.333], [-0.058, 0.433, 0.119], [-0.079, 0.946, -1.234], [-0.097, 1.456, 1.086], [1.249, -0.350, 0.328], [1.581, -1.350, -0.763], [2.266, 0.728, 0.453], [-3.382, -0.467, 0.647], [-2.519, 1.001, 1.164], [-2.812, 0.692, -0.559], [-1.103, -1.059, 1.275], [-1.268, -1.246, -0.488], [0.753, 1.509, -1.382], [-0.887, 1.549, -1.350], [0.864, 1.780, 1.138], [1.205, -0.847, 1.308], [1.474, -0.890, -1.738], [0.919, -2.205, -0.701], [2.608, -1.690, -0.650], [3.116, 0.314, 0.617]], "e_lumo_ev": 0.72, "molar_mass_g_mol": 119.16}

***

Which structure wins on stability? run two wins.